# 1
DFT (ωB97M-V with the def2-TZVPD basis set) results for a 2-piece molecular cluster, C2H8N4O overall.

## Properties
Energy relative to the best compared isomer or geometry (same formula, charge and spin)   156.9 kcal per mole
LUMO (alpha / beta)   -1.0 / -0.6 eV
HOMO (alpha / beta)   -8.4750 / -8.5368 eV
E_tot   -10205.809 eV

Last columns: bonded neighbours and bond lengths (Å).
Cartesian coordinates (Å):
1 O 0.71 -0.52 -0.41  C6 1.399, C7 1.738
2 N -1.60 -0.44 0.81  C7 1.285, H12 1.015
3 N -1.49 -0.21 -1.49  C7 1.394, H9 1.012, H10 1.010
4 N 0.53 2.22 0.05  N5 1.157, H14 1.041
5 N 1.48 1.76 0.51  N4 1.157
6 C 1.24 -1.26 0.66  O1 1.399, H8 1.102, H11 1.095, H13 1.100
7 C -0.95 -0.03 -0.22  O1 1.738, N2 1.285, N3 1.394, H15 1.330
8 H 1.55 -0.59 1.48  C6 1.102
9 H -2.05 -1.05 -1.55  N3 1.012
10 H -0.81 -0.15 -2.23  N3 1.010
11 H 2.13 -1.77 0.31  C6 1.095
12 H -1.10 -0.30 1.68  N2 1.015
13 H 0.51 -1.99 1.04  C6 1.100
14 H 0.40 3.10 -0.49  N4 1.041
15 H -0.57 1.24 -0.13  C7 1.330

=====

# 2
DFT (ωB97M-V with the def2-TZVPD basis set) results for the molecule C2H8N4O2.

## Properties
Energy relative to the best compared isomer or geometry (same formula, charge and spin)   164.2 kcal per mole
LUMO   0.7 eV
HOMO   -8.0064 eV
E_tot   -12253.936 eV

Last columns: bonded neighbours and bond lengths (Å).
Cartesian coordinates (Å):
1 O -0.64 -0.90 -2.07  N4 1.456, H11 0.961
2 O 2.05 1.56 -1.08  N3 1.360, H15 0.977
3 N 1.57 0.91 0.01  O2 1.360, C7 1.299
4 N 0.04 0.31 -1.64  O1 1.456, C7 1.438, H16 0.994
5 N -0.57 -0.01 0.66  N6 1.373, C7 1.395, C8 1.455
6 N -1.92 -0.13 0.45  N5 1.373, H10 0.993, H13 0.971
7 C 0.38 0.46 -0.25  N3 1.299, N4 1.438, N5 1.395
8 C -0.19 -0.56 1.95  N5 1.455, H9 1.043, H12 1.105, H14 1.058
9 H -0.77 -0.20 2.74  C8 1.043
10 H -1.96 -0.70 -0.37  N6 0.993
11 H -0.15 -1.64 -1.69  O1 0.961
12 H 0.89 -0.35 2.06  C8 1.105
13 H -2.29 0.76 0.38  N6 0.971
14 H -0.30 -1.61 1.84  C8 1.058
15 H 2.97 1.71 -0.79  O2 0.977
16 H 0.87 0.39 -2.18  N4 0.994